Density functional theory data (ωB97M-V/def2-TZVPD) for C4H7NO in the gas phase in a non-equilibrium geometry.

Each line ends with the Mulliken charge.
Atoms and positions in Å:
1 C 0.681 0.697 -0.299  -0.392
2 C -0.593 -0.001 0.068  0.575
3 N 1.902 -0.003 0.082  -0.661
4 C -0.551 -1.328 0.731  -0.088
5 C -1.810 0.518 -0.166  -1.003
6 O -1.360 -2.219 0.491  -0.495
7 H 2.024 -0.816 -0.524  0.224
8 H 2.701 0.599 -0.118  0.246
9 H 0.258 -1.465 1.467  0.392
10 H 0.704 0.861 -1.383  0.281
11 H 0.693 1.684 0.178  0.332
12 H -2.717 -0.014 0.113  0.299
13 H -1.932 1.487 -0.640  0.290

Values from the calculation:
Energy ... -7797.74308 eV
HOMO-LUMO gap ... 9.89 eV
Spin multiplicity ... 1
SMILES ... C=C(C=O)CN
Energy above the lowest of the compared OMol25 structures with the same formula, charge and spin ... 1.901 eV
HOMO level ... -9.5 eV
LUMO energy ... 0.40 eV

Density functional theory data (ωB97M-V/def2-TZVPD) for a molecular structure, C5H6F6NO7RbS2 in a non-equilibrium geometry.

Each line ends with the Mulliken charge.
Atoms and positions in Å:
1 Rb -1.131 8.913 -14.051  0.989
2 C -1.297 10.357 -19.502  0.590
3 F -2.090 9.521 -18.834  -0.222
4 F 0.012 10.052 -19.190  -0.216
5 F -1.538 10.178 -20.865  -0.217
6 S -1.903 12.192 -19.134  0.958
7 O -1.066 13.043 -20.032  -0.575
8 O -3.351 12.137 -19.457  -0.591
9 N -1.586 12.293 -17.473  -0.373
10 S -1.463 13.795 -17.180  1.012
11 O -0.084 14.266 -17.201  -0.644
12 O -2.366 14.710 -17.869  -0.600
13 C -1.866 13.893 -15.258  0.569
14 F -1.988 15.190 -14.883  -0.214
15 F -3.031 13.287 -14.981  -0.223
16 F -0.848 13.297 -14.507  -0.245
17 C -3.021 6.076 -8.054  -0.640
18 O -4.305 6.522 -8.493  -0.291
19 C -4.423 7.587 -9.314  0.804
20 O -3.506 8.289 -9.742  -0.602
21 O -5.721 7.760 -9.573  -0.291
22 C -6.124 8.684 -10.603  -0.589
23 H -2.351 6.835 -7.649  0.298
24 H -2.528 5.511 -8.845  0.284
25 H -3.172 5.327 -7.277  0.248
26 H -7.195 8.533 -10.737  0.231
27 H -5.546 8.481 -11.504  0.263
28 H -6.020 9.740 -10.354  0.290

Values from the calculation:
Energy ... -59732.54784 eV
HOMO-LUMO gap ... 6.60 eV
Spin multiplicity ... 1
Energy above the lowest of the compared OMol25 structures with the same formula, charge and spin ... 2.602 eV
HOMO level ... -8.8 eV
LUMO energy ... -2.16 eV

Density functional theory data (ωB97M-V/def2-TZVPD) for CH4N3P in the gas phase in a non-equilibrium geometry.

Each line ends with the Mulliken charge.
Atoms and positions in Å:
1 C -0.085 1.042 -0.188  -0.377
2 N 1.183 0.602 0.005  -0.174
3 N 1.392 -0.591 0.035  -0.278
4 N 0.319 -1.365 0.062  -0.096
5 P -1.205 -0.532 -0.113  0.056
6 H -0.378 1.737 0.594  0.243
7 H -0.342 1.774 -1.012  0.292
8 H 0.657 -2.259 -0.525  0.311
9 H -1.540 -0.408 1.142  0.022

Values from the calculation:
Energy ... -14858.02606 eV
HOMO-LUMO gap ... 10.03 eV
Spin multiplicity ... 1
SMILES ... C1N=NNP1
Energy above the lowest of the compared OMol25 structures with the same formula, charge and spin ... 2.720 eV
HOMO level ... -9.0 eV
LUMO energy ... 1.06 eV

Density functional theory data (ωB97M-V/def2-TZVPD) for 11 unconnected molecules or ions with the total composition C26H55Cl2N3O27 in a non-equilibrium geometry.

Each line ends with the Mulliken charge.
Atoms and positions in Å:
1 Cl 16.504 -12.343 -21.544  -0.190
2 C 18.003 -11.613 -22.140  1.021
3 C 17.842 -10.999 -23.514  -0.551
4 Cl 17.611 -12.323 -24.712  -0.235
5 H 18.777 -12.375 -22.090  -0.277
6 H 18.289 -10.854 -21.412  -0.407
7 H 18.743 -10.455 -23.787  0.366
8 H 16.981 -10.378 -23.738  0.314
9 C 18.405 -12.897 -16.993  -0.586
10 N 17.244 -12.472 -17.777  1.063
11 O 17.281 -11.316 -18.151  -0.545
12 O 16.300 -13.207 -17.880  -0.568
13 H 18.513 -12.252 -16.121  0.339
14 H 19.365 -12.764 -17.492  -0.105
15 H 18.262 -13.921 -16.663  0.375
16 C 22.958 -17.634 -21.610  -0.628
17 N 24.257 -18.327 -21.413  1.088
18 O 24.550 -18.646 -20.291  -0.583
19 O 24.924 -18.489 -22.416  -0.582
20 H 22.683 -17.614 -22.656  0.280
21 H 22.984 -16.621 -21.221  -0.044
22 H 22.222 -18.140 -20.989  0.372
23 C 25.474 -16.908 -24.835  -0.773
24 N 25.143 -15.614 -24.165  0.863
25 O 24.824 -14.672 -24.859  -0.559
26 O 25.184 -15.562 -22.954  -0.398
27 H 26.439 -17.146 -24.395  0.270
28 H 25.535 -16.734 -25.901  0.321
29 H 24.634 -17.526 -24.536  0.265
30 C 16.065 -8.748 -20.670  -0.418
31 O 17.055 -7.873 -20.154  -0.378
32 C 18.150 -7.666 -20.835  1.008
33 O 18.466 -8.248 -21.842  -0.571
34 O 18.853 -6.688 -20.280  -0.381
35 C 20.130 -6.459 -20.836  -0.574
36 H 16.091 -8.706 -21.762  0.284
37 H 15.119 -8.486 -20.215  0.291
38 H 16.360 -9.780 -20.473  0.045
39 H 20.503 -5.518 -20.435  0.287
40 H 20.104 -6.357 -21.920  0.279
41 H 20.904 -7.183 -20.577  0.184
42 C 22.147 -14.139 -21.497  -0.770
43 O 21.478 -12.893 -21.395  -0.607
44 C 21.366 -12.281 -20.259  0.733
45 O 21.717 -12.707 -19.181  -0.099
46 O 20.804 -11.096 -20.451  -0.299
47 C 20.752 -10.236 -19.326  0.508
48 H 21.987 -14.790 -20.639  0.012
49 H 23.222 -13.967 -21.582  0.531
50 H 21.787 -14.646 -22.386  0.473
51 H 20.548 -9.215 -19.644  -0.246
52 H 21.760 -10.215 -18.909  -0.200
53 H 20.004 -10.529 -18.591  0.001
54 C 23.852 -14.161 -17.310  -0.355
55 O 24.734 -14.588 -18.349  -0.117
56 C 25.156 -15.849 -18.304  0.660
57 O 24.771 -16.664 -17.509  -0.596
58 O 26.026 -16.007 -19.296  -0.202
59 C 26.706 -17.249 -19.328  -0.947
60 H 23.341 -13.279 -17.670  -0.392
61 H 24.470 -13.959 -16.433  0.411
62 H 23.162 -14.943 -16.994  0.458
63 H 26.969 -17.526 -20.347  0.239
64 H 26.130 -18.094 -18.951  0.447
65 H 27.602 -17.184 -18.710  0.322
66 C 18.081 -15.390 -23.605  -0.928
67 O 18.148 -15.269 -22.229  -0.254
68 C 19.142 -15.809 -21.554  0.911
69 O 20.044 -16.454 -22.006  -0.560
70 O 18.963 -15.491 -20.281  -0.198
71 C 19.805 -16.056 -19.303  -0.506
72 H 18.778 -14.770 -24.185  0.312
73 H 17.127 -15.031 -23.985  0.337
74 H 18.271 -16.379 -24.037  0.347
75 H 19.185 -16.385 -18.470  0.318
76 H 20.609 -15.371 -19.031  0.037
77 H 20.279 -16.986 -19.637  0.234
78 C 24.895 -11.921 -23.238  -0.435
79 O 24.879 -11.069 -22.096  -0.151
80 C 24.775 -9.745 -22.166  0.738
81 O 24.509 -9.077 -21.217  -0.524
82 O 24.954 -9.317 -23.415  -0.353
83 C 24.682 -7.974 -23.723  -0.718
84 H 25.827 -11.676 -23.756  0.480
85 H 24.073 -11.766 -23.940  0.343
86 H 24.870 -12.960 -22.929  -0.130
87 H 24.951 -7.284 -22.917  0.299
88 H 23.616 -7.750 -23.828  0.287
89 H 25.233 -7.694 -24.614  0.252
90 C 21.367 -10.969 -15.646  -0.708
91 O 20.575 -11.435 -14.559  -0.325
92 C 20.245 -10.608 -13.590  0.770
93 O 20.494 -9.434 -13.493  -0.578
94 O 19.634 -11.293 -12.634  -0.351
95 C 19.071 -10.633 -11.511  -0.664
96 H 22.223 -10.381 -15.315  0.579
97 H 20.807 -10.351 -16.349  0.255
98 H 21.669 -11.889 -16.141  0.163
99 H 19.379 -9.596 -11.399  0.348
100 H 19.306 -11.246 -10.647  0.222
101 H 17.991 -10.606 -11.674  0.257
102 C 24.522 -10.542 -18.300  -0.206
103 O 25.419 -11.273 -17.451  -0.181
104 C 25.810 -10.772 -16.316  0.771
105 O 25.458 -9.717 -15.841  -0.593
106 O 26.604 -11.644 -15.703  -0.308
107 C 27.000 -11.367 -14.391  -0.694
108 H 24.920 -9.550 -18.498  0.494
109 H 23.554 -10.410 -17.823  -0.235
110 H 24.480 -11.144 -19.200  0.087
111 H 27.500 -12.218 -13.930  0.242
112 H 26.151 -11.107 -13.755  0.297
113 H 27.727 -10.554 -14.303  0.292

Values from the calculation:
Energy ... -112642.77807 eV
HOMO-LUMO gap ... 10.43 eV
Spin multiplicity ... 1
SMILES ... C[N+](=O)[O-].C[N+](=O)[O-].C[N+](=O)[O-].COC(=O)OC.COC(=O)OC.COC(=O)OC.COC(=O)OC.COC(=O)OC.COC(=O)OC.COC(=O)OC.ClCCCl
HOMO level ... -10.4 eV
LUMO energy ... 0.01 eV